Entry 1:
{"formula": "C5H9NO2", "method": "ωB97M-V/def2-TZVPD", "orbital_gap_ev": 8.52, "de_lowest_ev": 3.629, "smiles": "C[C@H]1O[C@@]2(O)N[C@@]12C", "mol_weight_g_mol": 115.13, "homo_ev": -7.70, "elements": ["C", "H", "C", "H", "O", "C", "H", "N", "H", "H", "H", "O", "H", "C", "C", "H", "H"], "coordinates": [[0.05952, 0.66474, 1.14237], [-1.28483, -2.06476, -0.70663], [0.85378, -0.04179, -0.66961], [1.45641, -0.94947, -0.76114], [-0.14379, 0.31310, 2.47497], [-1.03158, -1.57509, 0.23976], [0.56458, 0.39855, -2.74512], [-1.10728, 1.01880, 0.39169], [0.43282, 1.82109, -1.68898], [-1.92655, 0.82371, 0.96451], [-1.94775, -1.51695, 0.83629], [1.34668, 0.75774, 0.63730], [0.51088, 0.78844, 3.00893], [0.97311, 0.88551, -1.85262], [-0.44150, -0.22857, -0.00530], [2.02073, 1.12769, -2.04819], [-0.33523, -2.22274, 0.78180]], "forces_ev_per_angstrom": [[-1.5, -4.2, -0.3], [-0.1, -0.1, 0.1], [1.2, 2.3, 0.9], [-0.1, 0.2, 0.2], [0.8, 0.8, -0.3], [-0.3, -0.3, -0.3], [0.0, 0.0, 0.1], [0.6, 2.2, -1.2], [0.0, -0.2, 0.1], [0.3, -0.1, -0.1], [0.1, 0.1, -0.1], [0.2, 0.7, -1.5], [-0.1, -0.1, -0.1], [0.1, -0.1, -0.2], [-1.1, -1.1, 2.7], [-0.1, -0.1, 0.0], [0.0, 0.0, -0.1]], "nbo_charge": [0.64, 0.21, 0.13, 0.21, -0.71, -0.62, 0.22, -0.62, 0.24, 0.38, 0.22, -0.54, 0.49, -0.64, -0.05, 0.22, 0.22]}

Entry 2:
{"formula": "C8H8N3O3", "method": "ωB97M-V/def2-TZVPD", "orbital_gap_ev": 8.94, "de_lowest_ev": 3.826, "mol_weight_g_mol": 194.17, "homo_ev": -13.41, "charge": 1, "elements": ["N", "H", "C", "N", "H", "C", "O", "C", "H", "H", "H", "H", "H", "C", "O", "H", "C", "O", "C", "C", "C", "N"], "coordinates": [[-2.98600, -0.65385, 0.59052], [-3.57364, -0.88187, -0.11416], [-2.17247, 0.42399, 0.34392], [4.43125, 0.86431, 0.08527], [2.53714, -3.24558, -0.46856], [2.64615, -2.28188, -0.24926], [2.25647, -0.14300, 0.36138], [3.52006, -0.26386, 0.06738], [0.50986, 2.53610, 0.15022], [4.76516, -2.05514, -0.33965], [-0.96872, 3.38569, 0.14588], [-0.29412, 2.50140, -1.29295], [-2.03532, -1.33326, 0.56349], [0.32907, -1.51682, 0.27852], [5.57855, 0.43647, 0.06307], [-3.52567, -0.41624, 1.44042], [3.85260, -1.60587, -0.20393], [3.98789, 1.95795, 0.25676], [-1.33795, 1.28060, 0.11272], [-0.48170, 2.39811, -0.23019], [1.69691, -1.33463, 0.12882], [-0.75858, -1.85900, 0.42504]], "forces_ev_per_angstrom": [[2.5, 1.1, 3.4], [-2.5, -0.8, -3.1], [2.0, 4.1, -1.4], [0.4, -2.3, 1.2], [-0.8, -3.7, -0.8], [-0.6, 4.3, 1.5], [-1.0, 1.3, -0.4], [1.6, -2.7, -0.4], [0.6, -1.0, 0.9], [2.1, -0.4, -0.5], [0.4, -1.7, -0.9], [-0.6, -0.1, -0.4], [-1.0, -1.3, 0.8], [-0.7, -0.6, 0.4], [-0.2, 1.5, -0.4], [0.3, -1.0, -0.2], [-1.5, 2.7, 0.2], [0.1, 1.0, -0.3], [-1.4, -1.7, 0.5], [-0.9, 2.8, 0.3], [0.8, -1.6, -0.5], [0.4, 0.2, -0.1]], "nbo_charge": [-0.74, 0.43, 0.03, 0.51, 0.24, -0.14, -0.32, 0.38, 0.27, 0.26, 0.27, 0.26, 0.46, 0.47, -0.33, 0.45, -0.24, -0.31, 0.09, -0.73, 0.08, -0.41]}

Entry 3:
{"formula": "C9H11NO3S", "method": "ωB97M-V/def2-TZVPD", "orbital_gap_ev": 9.50, "de_lowest_ev": 5.169, "smiles": "C[C@H](O)/C=C1\\[C@@H]2[C@@H]3C=C[C@H]1S(=O)(=O)N23", "mol_weight_g_mol": 213.26, "homo_ev": -9.27, "elements": ["H", "C", "H", "H", "H", "O", "C", "O", "S", "C", "C", "H", "C", "H", "C", "H", "H", "H", "N", "C", "O", "C", "H", "C", "H"], "coordinates": [[2.26678, 1.95980, -0.89434], [1.82357, 0.93105, -0.92778], [0.67227, 1.46557, 0.84705], [-0.84702, 0.51375, 2.90236], [-2.79668, -0.36108, 2.06820], [3.29818, -1.86252, -1.11566], [-0.03604, -0.47060, 0.06974], [2.49623, -2.06426, 1.15994], [2.44679, -1.39675, -0.07774], [-1.33120, -0.69138, 0.56425], [1.57461, 0.28644, -2.15085], [0.55364, -2.57866, -0.63915], [-2.05224, 0.30077, 1.43041], [-3.36066, 1.92667, 1.67352], [-2.91412, 1.40149, 0.80993], [1.86160, 0.70321, -3.13393], [-2.31909, 2.13833, 0.35477], [-1.91252, -1.43991, -0.01154], [2.43121, 0.32997, 0.21152], [0.68717, -1.50689, -0.73788], [-1.23435, 1.03984, 2.21977], [0.92024, -0.89154, -2.13631], [-3.81822, 1.17796, 0.30774], [0.95662, 0.56560, 0.22881], [0.63322, -1.47685, -3.02286]], "forces_ev_per_angstrom": [[-1.1, -0.7, -0.8], [1.0, 3.7, 0.8], [0.4, -1.4, -0.5], [0.5, -0.6, 0.6], [1.2, 1.1, -0.9], [1.0, 0.5, -0.4], [-2.3, -2.9, 1.1], [0.1, -0.4, 2.0], [-1.6, 0.1, -0.6], [2.7, 1.7, -2.6], [-1.3, -2.1, -3.5], [-0.9, 0.1, -0.2], [-3.2, -2.0, 0.2], [0.5, -0.1, 0.0], [-0.9, -0.1, 1.9], [-0.2, 0.0, 0.9], [0.8, 0.7, -1.1], [0.4, 0.2, 1.0], [0.1, -3.9, 0.8], [1.9, 1.1, -1.2], [1.4, 1.3, 1.1], [0.0, -0.6, 0.1], [-0.4, -0.9, -1.3], [-0.6, 4.6, 2.3], [0.4, 0.5, 0.4]], "nbo_charge": [0.23, -0.13, 0.26, 0.48, 0.15, -0.92, -0.03, -0.93, 2.25, -0.16, -0.24, 0.27, 0.07, 0.22, -0.62, 0.24, 0.21, 0.22, -0.53, -0.51, -0.71, -0.15, 0.22, -0.13, 0.23]}